{
  "formula": "C3H4OS2",
  "method": "ωB97M-V with the def2-TZVPD basis set",
  "gap_ha": 0.27955,
  "smiles": "OC(C=S)C=S",
  "e_homo_ev": -8.92,
  "e_above_lowest_kcal_mol": 93.6,
  "elements": ["C", "C", "C", "H", "H", "H", "H", "O", "S", "S"],
  "positions_angstrom": [[0.078423, 0.598428, -0.091178], [1.203278, -0.043574, 0.404287], [-1.173603, -0.267099, 0.480220], [-0.346066, -0.187228, -1.781745], [0.183247, 1.644488, 0.303433], [1.144785, 0.016283, 1.454805], [-1.027819, -0.171817, 1.618794], [0.218147, 0.770821, -1.392528], [1.836430, -1.307632, -0.486308], [-2.116823, -1.052667, -0.509781]],
  "forces_ev_per_a": [[-1.8, 3.0, 0.5], [1.7, -5.3, 0.1], [2.6, 2.4, 1.3], [2.3, 3.9, 1.0], [-1.1, -0.4, 0.5], [1.5, -0.1, 1.6], [-1.3, -0.8, -1.6], [-4.1, -3.9, -5.0], [0.4, 1.6, 1.6], [-0.2, -0.2, 0.1]]
}